[1]
103
Properties=species:S:1:pos:R:3:forces:R:3:mulliken_charge:R:1 method="wB97M-V/def2-TZVPD" s_squared=8.7681 gap_ha="0.295 / 0.265" charge=+1 spin_multiplicity=6
Ru 0.00694 0.17008 -0.41053 -0.1 -0.3 0.0 2.46
C -3.55071 2.22358 1.61010 0.0 0.0 0.0 -1.35
C -4.15034 1.04392 2.36730 0.0 0.0 0.0 1.29
C -3.64517 0.97466 3.80611 0.0 0.0 0.0 -1.59
C -5.67008 1.19352 2.38421 0.0 0.0 0.0 -2.22
N -3.78791 -0.23504 1.66838 -0.2 0.1 0.1 0.42
C -4.70863 -1.16548 1.21501 0.1 0.0 0.0 -0.48
C -4.01422 -2.22900 0.77324 0.1 0.1 0.0 -1.22
N -2.67189 -1.96504 0.94813 0.0 -0.2 -0.1 0.31
B -1.65727 -3.10365 0.62746 0.0 0.1 0.0 1.00
N -0.34900 -3.01377 1.46094 -0.1 -0.1 -0.1 0.05
C -0.39309 -3.45879 2.76439 0.0 0.0 0.0 -1.31
C 0.82821 -3.30426 3.29537 0.0 0.1 0.0 -0.38
N 1.64316 -2.76614 2.31147 0.1 0.0 0.0 0.45
C 0.89807 -2.58030 1.19410 0.0 0.1 0.2 0.32
S 1.40003 -1.89947 -0.32025 -0.2 0.2 -0.2 -0.64
C 3.07741 -2.46158 2.64907 -0.1 0.0 0.0 1.28
C 3.69298 -3.72960 3.24461 0.0 0.0 0.0 -1.75
C 3.05112 -1.32959 3.67258 0.0 0.0 0.0 -1.25
C 3.92276 -2.04250 1.45324 0.0 0.0 0.0 -2.07
N -1.41326 -3.29614 -0.89305 0.0 -0.1 0.3 -0.05
C -1.05182 -4.55081 -1.33877 0.0 0.1 -0.1 -1.32
C -0.91252 -4.49273 -2.67479 0.0 0.1 0.0 -0.34
N -1.18960 -3.18981 -3.05759 0.1 -0.1 -0.3 0.49
C -1.47905 -2.47143 -1.94805 0.0 0.2 0.1 -0.01
S -1.82874 -0.77646 -1.90160 0.0 0.1 0.2 -0.39
C -1.15377 -2.69925 -4.47522 0.0 0.0 0.0 1.31
C -2.50909 -2.09529 -4.83798 -0.1 0.0 0.0 -1.54
C -0.90079 -3.88046 -5.40907 0.0 0.0 0.0 -2.27
C -0.01217 -1.69134 -4.62396 0.0 0.0 0.1 -1.26
C -2.54592 -0.73454 1.47778 0.1 -0.1 0.0 -0.03
S -1.03858 0.03029 1.86719 0.2 0.0 -0.2 -0.56
H -3.87816 3.15081 2.08195 0.0 0.0 0.0 0.55
H -3.89306 2.22766 0.57308 0.0 0.0 0.0 0.40
H -2.46356 2.19712 1.61463 -0.1 0.0 0.0 0.09
H -3.93113 1.88750 4.32980 0.0 0.0 0.0 0.48
H -2.56125 0.88193 3.84467 0.0 0.0 0.0 0.27
H -4.09221 0.12582 4.32639 0.0 0.0 0.0 0.41
H -5.90155 2.14182 2.86674 0.0 0.0 0.0 0.46
H -6.15823 0.40438 2.95691 0.0 0.0 0.0 0.51
H -6.08900 1.22416 1.37752 0.0 0.0 0.0 0.47
H -5.76720 -1.00565 1.24667 0.0 0.0 0.0 0.57
H -4.35749 -3.15921 0.35777 0.0 0.0 0.0 0.65
H -2.19792 -4.11759 0.99467 0.0 0.0 0.0 -0.23
H -1.29645 -3.84910 3.19719 0.0 0.0 0.0 0.65
H 1.18073 -3.52235 4.28474 0.0 0.0 0.0 0.57
H 3.21610 -4.03756 4.17381 0.0 0.0 0.0 0.40
H 4.74315 -3.53929 3.46320 0.0 0.0 0.0 0.46
H 3.63471 -4.55467 2.53345 0.0 0.0 0.0 0.41
H 2.48964 -1.60232 4.56695 0.0 0.0 0.0 0.38
H 2.59151 -0.44248 3.23259 0.0 0.0 0.0 0.06
H 4.06976 -1.08568 3.97437 0.0 0.0 0.0 0.44
H 3.89899 -2.78075 0.65328 0.0 0.0 0.0 0.50
H 4.94979 -1.95601 1.81057 0.0 0.0 0.0 0.57
H 3.61751 -1.08079 1.04941 0.0 0.0 0.0 0.21
H -0.94158 -5.37936 -0.66292 0.0 0.0 0.0 0.65
H -0.64703 -5.26371 -3.36951 0.0 0.0 0.0 0.53
H -3.29954 -2.83931 -4.72563 0.0 0.0 0.0 0.40
H -2.48147 -1.78126 -5.88128 0.0 0.0 0.0 0.51
H -2.75297 -1.23216 -4.22139 0.0 -0.1 -0.1 0.25
H -1.67449 -4.64403 -5.32311 0.0 0.0 0.0 0.49
H 0.07791 -4.33334 -5.24757 0.0 0.0 0.0 0.51
H -0.91981 -3.50105 -6.43010 0.0 0.0 0.0 0.44
H 0.00228 -0.98065 -3.79901 0.0 0.0 -0.1 0.04
H -0.13440 -1.13650 -5.55572 0.0 0.0 0.0 0.44
H 0.95067 -2.20401 -4.65365 0.0 0.0 0.0 0.39
C 0.43574 5.11253 -2.04540 0.0 0.0 0.0 -0.76
C -0.68770 4.81076 -1.06481 0.0 0.0 0.0 -1.15
S -1.20517 3.08531 -0.87503 0.0 0.0 -0.1 0.41
C -1.57629 2.59035 -2.57152 0.0 0.0 0.0 -1.46
C -0.43198 2.05886 -3.45683 0.1 0.1 0.0 -0.73
S 0.93383 1.29598 -2.55498 -0.2 -0.5 0.0 -0.03
C 2.43184 2.04233 -3.23381 0.0 0.2 0.2 -1.06
C 2.48147 3.56848 -3.22452 0.0 0.0 0.0 -0.98
S 2.02462 4.32721 -1.64394 0.0 0.0 0.0 0.17
H 0.59133 6.19185 -2.05981 0.0 0.0 0.0 0.54
H 0.14739 4.81772 -3.05303 0.0 0.0 0.0 0.23
H -1.56963 5.38541 -1.35473 0.0 0.0 0.0 0.50
H -0.41619 5.12191 -0.05459 0.0 0.0 0.0 0.40
H -2.06397 3.42798 -3.07417 0.0 0.0 0.0 0.64
H -2.32859 1.81020 -2.45969 0.0 0.0 0.0 0.42
H -0.00372 2.84866 -4.07051 0.0 0.0 0.0 0.57
H -0.84301 1.30210 -4.12526 0.0 0.0 0.0 0.38
H 2.58338 1.65294 -4.24081 0.0 0.0 0.0 0.40
H 3.22140 1.63742 -2.59835 0.0 0.0 0.0 0.47
H 1.84929 3.99287 -4.00270 0.0 0.0 0.0 0.43
H 3.50241 3.87404 -3.45579 0.0 0.0 0.0 0.49
C 2.39259 2.71921 3.98645 0.0 0.0 0.1 -1.15
Ge 3.25285 2.67072 2.23744 0.0 0.0 -0.1 0.40
C 3.45288 4.50776 1.60347 0.0 0.0 0.0 -1.20
C 5.00844 1.82704 2.31395 0.0 0.0 0.0 -1.02
C 2.11604 1.70569 0.98742 0.2 0.3 0.2 -0.86
H 3.09369 3.10572 4.72725 0.0 0.0 0.0 0.39
H 2.06050 1.73201 4.30623 0.0 0.0 0.0 0.36
H 1.52637 3.38115 3.95681 0.0 0.0 0.0 0.37
H 4.12101 5.05538 2.26951 0.0 0.0 0.0 0.41
H 2.48452 5.00910 1.59093 0.0 0.0 0.0 0.28
H 3.86445 4.53076 0.59572 0.0 0.0 0.0 0.33
H 5.72628 2.53205 2.73477 0.0 0.0 0.0 0.42
H 5.34976 1.54753 1.31622 0.0 0.0 0.0 0.35
H 4.99830 0.93585 2.93836 0.0 0.0 0.0 0.20
H 2.53041 1.08032 0.20391 -0.1 -0.1 0.0 0.32
H 1.07413 2.01885 0.91157 0.0 -0.1 -0.1 0.24


[2]
97
Properties=species:S:1:pos:R:3:forces:R:3:mulliken_charge:R:1 method="wB97M-V/def2-TZVPD" gap_ha=0.369 charge=0 smiles="CCCCCCCCCCCCCCCCCCCC[C@@]1([C@H](C)F)[C@H](ON=O)C(=O)N[C@@H]1CC(=O)O.O=C1OCCO1"
C 2.26998 3.95677 2.90062 -0.2 0.0 -0.2 -1.03
C 2.43803 4.76622 1.60646 0.1 -0.1 0.2 -0.52
C 3.36277 4.07627 0.59469 -0.2 0.0 -0.1 -1.01
C 2.62827 3.10388 -0.35736 0.1 -0.2 0.0 -0.26
C 2.99891 1.62109 -0.16216 0.0 0.1 0.4 -1.23
C 1.85319 0.64646 -0.44161 0.0 0.2 -0.2 1.76
C 1.57192 0.47420 -1.94026 0.1 0.3 0.1 -0.49
C 2.48306 -0.52244 -2.66271 -0.2 -0.3 -0.2 -0.54
C 2.77413 -1.84250 -1.93883 0.0 0.1 -0.1 -1.26
C 1.55596 -2.61387 -1.43635 0.0 -0.4 0.1 0.89
C 1.92955 -3.80519 -0.51862 0.1 0.2 -0.1 -1.59
C 1.26613 -3.77516 0.85716 0.2 -0.2 0.2 -0.24
C 1.87633 -2.73132 1.80632 -0.1 0.0 -0.2 0.76
C 1.85918 -3.13409 3.27724 -0.1 0.1 0.2 -1.44
C 0.47346 -3.33023 3.90763 0.0 0.0 0.2 -0.94
C -0.49769 -2.15885 3.66938 0.0 0.0 -0.2 -0.78
C -1.64713 -2.46945 2.68411 -0.1 0.0 0.2 1.56
C -3.06122 -2.42451 3.30833 0.0 0.0 -0.2 -1.84
C -3.93769 -1.30708 2.72187 -0.1 -0.4 0.0 -0.26
C -4.34550 -1.62620 1.26775 0.4 0.2 0.2 -1.58
C -4.52443 -0.45380 0.24814 -0.7 -0.3 0.2 2.70
C -3.70762 -0.78882 -1.00232 0.0 -0.1 0.1 -0.90
C -2.21178 -1.00552 -0.85795 0.1 0.0 0.1 -1.05
F -3.92280 0.21534 -1.97022 0.1 0.0 0.1 -0.50
C -4.43684 1.02311 0.76320 0.1 0.4 -0.9 -0.11
C -3.12175 1.83075 0.75419 0.0 0.0 0.0 -0.69
C -2.29067 1.68786 2.00357 -0.1 0.0 -0.1 -0.38
O -2.56637 2.24161 3.02125 -0.1 -0.1 0.3 -0.56
O -1.23985 0.81268 1.94375 0.4 0.1 0.2 -0.20
N -5.34715 1.81071 -0.13010 0.4 -0.5 0.5 -0.61
C -6.38278 0.98020 -0.55647 -0.3 0.2 -0.2 0.10
O -7.40952 1.33827 -1.06466 0.2 -0.1 -0.3 -0.58
C -6.04248 -0.43402 -0.11613 -0.1 0.0 0.5 -0.84
O -6.50834 -1.48587 -0.93180 0.0 0.0 0.0 -0.31
N -6.47492 -1.13058 -2.31214 0.0 -0.2 -0.2 0.23
O -6.79364 -2.03783 -2.96443 0.0 0.2 0.2 -0.45
H 1.34023 4.21272 3.41202 0.1 0.0 0.1 0.35
H 2.23568 2.88249 2.69544 0.0 0.0 0.0 0.16
H 3.10138 4.14663 3.58113 0.0 -0.1 0.0 0.33
H 1.45867 4.93798 1.15156 0.1 0.0 -0.1 0.34
H 2.83959 5.74895 1.86876 -0.1 0.0 -0.1 0.33
H 3.88644 4.83031 0.00438 0.0 0.0 0.0 0.41
H 4.12071 3.51444 1.14846 0.1 0.1 0.0 0.44
H 1.54644 3.20206 -0.20810 0.0 0.1 0.0 0.33
H 2.83792 3.39496 -1.38803 -0.1 0.0 0.0 0.28
H 3.86526 1.37134 -0.77981 0.0 0.0 0.0 0.26
H 3.31344 1.49417 0.88097 0.0 -0.1 -0.1 0.56
H 0.94484 1.04698 0.03233 0.0 0.0 0.0 -1.14
H 2.05823 -0.30466 0.05388 0.0 0.0 -0.1 -0.30
H 0.51784 0.24612 -2.11961 0.0 -0.2 0.1 0.03
H 1.73789 1.45435 -2.40043 -0.1 -0.1 -0.1 0.45
H 3.42323 -0.02639 -2.91490 0.0 -0.1 0.1 0.09
H 2.01300 -0.78571 -3.61841 0.0 0.2 0.0 0.44
H 3.47626 -1.67042 -1.11564 -0.1 0.0 0.1 0.26
H 3.29161 -2.49136 -2.65372 0.2 0.0 0.1 0.56
H 1.01323 -3.01656 -2.29730 -0.1 0.2 0.0 0.54
H 0.86026 -1.96087 -0.90146 0.0 0.1 0.0 -0.70
H 1.70981 -4.75483 -1.01282 -0.1 0.1 0.0 0.37
H 3.01511 -3.79285 -0.36466 0.0 -0.1 0.0 0.56
H 1.39141 -4.76224 1.31879 -0.1 0.0 0.0 0.56
H 0.18994 -3.60663 0.75398 0.0 -0.1 0.0 -0.20
H 1.36137 -1.77238 1.68669 0.1 0.0 0.0 -0.61
H 2.91697 -2.56065 1.51132 0.0 0.0 0.0 0.62
H 2.37453 -2.36020 3.85793 0.0 0.0 -0.1 0.35
H 2.43876 -4.05317 3.41141 0.0 0.0 0.0 0.44
H 0.02520 -4.26894 3.56682 0.0 0.1 -0.1 0.43
H 0.62644 -3.44908 4.98420 0.0 -0.1 0.0 0.32
H -0.91578 -1.82213 4.61950 0.0 0.0 0.0 0.84
H 0.07006 -1.31158 3.27971 0.0 0.1 0.1 0.06
H -1.61736 -1.74569 1.87052 0.0 0.0 -0.1 -1.16
H -1.47455 -3.45360 2.24232 0.0 0.0 0.0 0.50
H -3.57384 -3.37858 3.14938 0.0 0.0 0.1 0.33
H -2.97292 -2.29095 4.38867 -0.1 0.0 0.0 0.48
H -4.84767 -1.23822 3.32488 0.1 0.3 0.0 0.42
H -3.39550 -0.36896 2.81432 0.0 0.1 0.0 0.09
H -3.62676 -2.34264 0.86355 0.0 0.1 0.0 0.66
H -5.28627 -2.17669 1.32142 0.1 -0.1 -0.1 0.49
H -4.12736 -1.71334 -1.40990 -0.1 0.1 -0.1 0.81
H -1.73394 -0.34653 -0.13887 0.0 0.1 0.0 -0.14
H -1.99589 -2.02998 -0.55228 0.0 0.0 0.0 0.47
H -1.74590 -0.85711 -1.83228 0.0 0.0 0.0 0.51
H -4.88149 1.06387 1.75960 0.1 0.0 0.1 0.76
H -3.42825 2.87879 0.73852 0.0 0.0 0.0 0.47
H -2.55240 1.64264 -0.15646 0.0 -0.1 0.0 0.47
H -0.54941 1.13956 1.34812 -0.1 -0.2 -0.1 0.08
H -4.83199 2.20352 -0.90894 -0.3 0.3 0.0 0.34
H -6.59728 -0.54508 0.82601 0.1 -0.1 0.0 0.84
C 5.56832 3.51814 -6.09408 0.0 0.0 -0.1 -0.33
C 4.64561 2.43951 -6.63226 0.0 0.1 -0.1 -0.31
O 4.33533 1.69463 -5.44991 0.0 0.0 0.0 -0.29
C 4.51274 2.49712 -4.37668 0.0 0.0 0.0 0.55
O 4.17894 2.22530 -3.26907 0.1 0.1 0.0 -0.36
O 5.11961 3.64791 -4.74079 0.0 0.0 0.0 -0.35
H 5.47707 4.47104 -6.60723 -0.1 0.0 0.1 0.29
H 6.61381 3.20652 -6.08649 0.0 0.0 0.0 0.26
H 3.71991 2.84814 -7.04010 0.0 0.0 0.0 0.26
H 5.11079 1.78972 -7.36787 0.0 -0.1 0.1 0.27


[3]
25
Properties=species:S:1:pos:R:3:forces:R:3:nbo_charge:R:1 method="wB97M-V/def2-TZVPD" gap_ha=0.296 charge=+2
C 0.78888 -1.11849 0.38603 2.8 0.0 -1.7 0.29
C 2.24279 0.66502 -0.26105 -0.1 -0.8 0.6 0.68
C 0.24732 0.64766 -1.63723 0.3 -3.3 2.6 -0.12
C -0.38300 -0.36998 -0.00869 -1.4 1.9 -2.6 -0.16
C -2.72070 -0.42901 -1.14476 0.8 0.8 1.0 -0.41
C -0.67077 0.07853 2.81819 2.1 1.4 1.1 -0.78
N 1.94107 -0.56905 0.20348 -0.3 -2.1 1.9 -0.46
N 1.53040 1.15059 -1.22471 -1.9 2.1 -1.6 -0.56
N 3.28790 1.32617 0.16475 0.5 -1.0 0.9 -0.69
N -1.52781 -1.20504 -0.51686 -1.4 -0.3 -0.6 -0.56
S -0.99506 0.75553 1.16203 -0.2 1.5 0.9 0.32
Cl 0.66722 -2.81626 0.72498 0.1 1.1 0.1 0.17
H 0.46757 -0.21237 -2.28062 -0.7 0.3 -0.2 0.22
H -0.50499 1.34721 -1.99085 0.3 0.1 0.3 0.26
H -3.73802 -0.64461 -0.81923 0.5 -0.5 0.7 0.28
H -2.54070 0.62576 -1.06945 0.1 0.4 0.5 0.24
H -2.65384 -0.63770 -2.13827 0.0 -0.7 -2.9 0.23
H -1.59038 -0.02814 3.41628 0.6 -0.2 -0.4 0.28
H 0.10983 0.75689 3.34518 -1.9 -0.4 -0.8 0.27
H -0.00197 -0.76703 2.78000 -0.6 -1.0 -0.1 0.24
H 1.74768 2.10983 -1.44769 -0.2 0.2 -0.4 0.44
H 3.84395 0.85070 0.88166 0.1 0.6 -0.5 0.46
H 3.66888 2.07724 -0.39445 0.2 0.1 0.4 0.44
H -1.19700 -1.92006 -1.19416 -0.4 0.3 0.5 0.45
H -2.01925 -1.67341 0.24544 0.7 -0.5 0.4 0.46


The records above give, respectively, molar mass values of 890.733; 602.785; 208.718 g mol⁻¹.